Record 1
C25H46AsBF2N4OSSi2V | ωB97M-V/def2-TZVPD

The geometry in XYZ format:
```
84
Properties=species:S:1:pos:R:3
As 1.5881 1.0510 -0.1990
V -0.6630 0.3270 -0.3294
S -1.4048 -0.1275 2.9408
Si 2.4954 2.4356 -1.9401
Si 3.4473 -0.4089 0.6138
F -2.6845 1.9286 1.1520
F -0.8431 3.2945 0.2780
O -1.0038 -0.6421 1.5964
N -0.9321 0.6884 -2.5141
N -2.9438 -0.2336 -0.4400
N -0.5740 -1.6990 -1.2531
N -2.7083 2.6907 -1.1616
C -1.9380 -2.2499 -1.5821
C -4.0285 1.9228 -1.1749
C -1.5491 1.7017 -3.2124
C -1.0931 -1.4527 4.0926
C -2.0514 -3.0116 5.5521
C 4.1864 2.8200 -1.1673
C 0.1342 -2.1706 4.1377
C -1.9884 2.9158 -2.4902
C 2.5042 1.5476 -3.6495
C -1.7512 1.6413 -4.5483
C -3.8105 0.4541 -1.4405
C 1.6712 4.1430 -2.1918
C -2.1644 -1.8978 4.7737
C -0.3882 -0.3656 -3.2247
C -3.0017 -1.7428 -0.5664
C 4.4678 -0.7140 -0.9645
C -1.0291 -4.9336 6.5193
C -1.1889 0.5908 -5.2789
C -0.8986 -3.7385 5.6707
C -0.1281 1.0931 3.3995
C 2.6970 -1.9612 1.3635
C 0.2279 -1.4874 -2.4590
C -0.4394 -0.3538 -4.6473
C 0.2089 -3.2835 4.9337
C 4.4760 0.4166 1.9142
B -1.6382 2.0882 0.1701
H 3.9194 -0.5731 -1.8656
H -0.4598 1.3885 4.4140
H 0.8857 4.0747 -2.9926
H -2.2041 2.5327 -5.0148
H 4.0826 3.4305 -0.2392
H -4.4529 2.0835 -0.1680
H 0.2013 -2.4132 -3.0413
H 2.4781 4.8026 -2.4911
H -4.7900 -0.0166 -1.3731
H 1.6612 -2.0990 1.1820
H 3.4810 1.6993 -4.0733
H 5.0743 -1.5892 -0.9109
H -0.1831 1.9109 2.6577
H 4.8787 1.3304 1.5671
H -3.4299 0.2702 -2.4668
H -2.9773 -3.3011 6.0949
H -2.5962 3.5659 -3.1180
H 1.2381 -1.1830 -2.2449
H 4.8676 3.3976 -1.8233
H 2.3751 0.4603 -3.5636
H 3.1319 -2.8353 0.9098
H 2.8542 -2.0329 2.4386
H 0.8638 0.6180 3.4761
H -0.1227 -2.3751 -0.6519
H -4.8135 2.3761 -1.7771
H -0.1567 -5.5388 6.5765
H 4.7879 1.9349 -0.8898
H -3.2131 0.0440 0.5413
H -1.8075 -5.5742 6.1343
H 5.3632 -0.2391 2.0327
H 1.1472 4.4797 -1.2588
H -2.7122 -2.2347 0.3544
H -1.8087 -3.3525 -1.5861
H -3.9799 -2.1253 -0.8054
H -2.9208 3.6715 -0.8126
H 1.7383 1.9696 -4.2806
H -1.2704 -4.5657 7.4856
H -1.0712 3.4960 -2.2890
H 0.9781 -1.8006 3.5361
H 0.0231 -1.1260 -5.2023
H -3.0683 -1.2974 4.7200
H 3.9307 0.4624 2.8807
H -2.2524 -1.9596 -2.6201
H 5.1547 0.1348 -0.8279
H 1.1386 -3.8098 5.1046
H -1.2241 0.6317 -6.3913
```

Results
2S+1 = 3
Charge = +1
Electronic energy = -153906.2163 eV
Energy relative to the best compared isomer or geometry (same formula, charge and spin) = 26.54 kcal/mol
Frontier orbital gap (alpha / beta) = 6.641 / 6.568 eV

These are the Löwdin partial charges, in e, on atoms 1 to 2: 0.80, 0.39

***

Record 2
C25H46BNP2Ru | ωB97M-V/def2-TZVPD

The geometry in XYZ format:
```
76
Properties=species:S:1:pos:R:3
Ru 1.6660 -1.4253 -1.9313
P 1.7721 0.9908 -0.0718
P 0.1052 -0.1276 2.5013
N 0.6834 2.1350 0.6067
C 2.7518 0.6172 1.4435
C 2.7230 -2.0223 -3.4360
C -3.8635 -0.5460 1.8568
C 0.0099 -0.3591 -2.4794
C 3.1101 -3.3639 -0.3160
C -0.2616 -1.8555 2.9815
C -2.9635 1.6144 -1.0613
C 2.7002 2.1180 -1.1622
C -2.9242 2.5582 0.0032
C 0.8830 -3.1960 -1.6088
C -3.3887 -0.9382 -1.2222
C -3.3031 1.8836 1.1966
C 1.7152 -2.8126 -0.4885
C -3.4149 2.5320 2.5138
C 0.4363 3.0900 1.2762
C 3.5743 -1.7817 -2.2848
C 1.9767 -0.1511 2.5464
C 2.2086 -3.3840 -3.8070
C -3.3059 0.3514 -0.4985
C -0.3849 0.8671 3.9432
C -2.6738 1.9267 -2.4700
C -2.5425 3.9670 -0.0909
C 1.3728 -4.1223 -2.6961
C 4.0859 -2.9262 -1.4371
C -3.5232 0.5246 0.8872
B 0.2493 4.2935 2.1600
H 2.2466 0.2275 3.5448
H 1.9288 -4.9892 -2.3003
H -4.4409 -1.2163 -1.4115
H 3.4465 1.5667 -1.7444
H -2.6891 1.0237 -3.0937
H -2.4322 2.8223 2.9114
H 5.0167 -2.5712 -0.9731
H -0.2407 -2.4892 2.0808
H -0.7965 4.0994 2.7777
H -0.2074 -3.1524 -1.4638
H 4.3334 -3.8012 -2.0552
H 3.1118 -4.4644 -0.2775
H 3.1903 1.5575 1.8143
H 0.4665 -4.5140 -3.1861
H 0.1148 0.7384 -2.4266
H 0.4828 -2.2269 3.6994
H 1.5254 -3.2418 -4.6557
H -3.4658 -1.5149 1.5308
H 3.0515 -4.0102 -4.1297
H 1.2170 -2.5855 0.4639
H -4.0253 3.4438 2.4410
H 3.1931 2.9161 -0.5938
H -0.2053 1.9299 3.7308
H 4.2476 -0.9156 -2.3584
H -2.9337 -1.7405 -0.6190
H -1.6830 2.3922 -2.5680
H 0.1831 5.2370 1.3770
H -3.8960 1.8586 3.2336
H 1.9787 2.5494 -1.8680
H -3.4406 -0.3158 2.8430
H -3.4050 2.6344 -2.8922
H 0.1937 0.5314 4.8109
H -2.8653 -0.8900 -2.1812
H -1.4626 0.7162 4.0986
H 3.5924 -0.0061 1.0824
H 3.5042 -3.0083 0.6503
H -2.3941 4.2561 -1.1356
H -1.6178 4.1953 0.4617
H -0.2074 -0.6736 -3.5255
H 2.7968 -1.2782 -4.2521
H 1.2346 4.3491 2.8934
H 2.2457 -1.2180 2.5069
H -3.3414 4.6067 0.3180
H -4.9505 -0.6645 1.9827
H -0.8041 -0.7085 -1.8092
H -1.2713 -1.9129 3.4126
```

Results
2S+1 = 5
Charge = +2
Electronic energy = -49975.9091 eV
Energy relative to the best compared isomer or geometry (same formula, charge and spin) = 0.00 kcal/mol
Frontier orbital gap (alpha / beta) = 6.652 / 5.600 eV

These are the Löwdin partial charges, in e, on atoms 1 to 2: 1.26, 0.85